No. 1
{"formula": "C2H3F2I", "method": "wB97M-V/def2-TZVPD", "lumo_ha": [0.0267, -0.1382], "s2": 2.005, "molar_mass_da": 191.946, "e_homo_ev": [-6.15, -10.51], "multiplicity": 3, "species": ["C", "C", "F", "F", "I", "H", "H", "H"], "coordinates": [[-0.77918, 0.32909, -0.03269], [0.52839, -0.28851, 0.04960], [0.57329, -1.22252, -1.11028], [0.70800, -0.99104, 1.12934], [2.39128, 0.93426, 0.10142], [-1.18284, 0.49110, 0.98663], [-0.85352, 1.22502, -0.77333], [-1.38542, -0.47740, -0.35068]]}


No. 2
{"formula": "C23H35N2O2P2Sn", "method": "wB97M-V/def2-TZVPD", "lumo_ha": -0.0905, "charge": 1, "molar_mass_da": 552.204, "e_homo_ev": -9.48, "species": ["C", "C", "N", "C", "C", "C", "C", "P", "Sn", "P", "C", "O", "O", "H", "H", "H", "C", "C", "H", "H", "H", "H", "C", "C", "H", "H", "H", "H", "H", "H", "H", "H", "H", "H", "H", "H", "H", "H", "H", "H", "H", "H", "C", "C", "C", "C", "C", "C", "N", "C", "C", "C", "C", "C", "C", "H", "H", "H", "H", "H", "H", "H", "H", "H", "H"], "coordinates": [[-0.82518, 1.25859, -4.80130], [-0.81803, 0.74079, -3.49686], [0.02716, 1.23205, -2.57067], [0.80413, 2.29418, -2.83893], [0.78992, 2.89973, -4.10178], [-0.01696, 2.35693, -5.10617], [-1.75576, -0.39815, -3.13796], [-2.20917, -0.51100, -1.36692], [-0.10352, 0.35563, -0.18647], [2.01688, 1.77349, -0.32626], [1.67812, 2.89688, -1.73434], [-0.67494, -2.97446, -3.66026], [0.09402, -3.38309, -1.04354], [-1.49108, 0.79994, -5.53586], [1.42524, 3.77464, -4.26676], [-0.01430, 2.78228, -6.11187], [-3.64289, 0.56427, -1.13257], [-2.72219, -2.17102, -0.90617], [2.65489, 3.19516, -2.15401], [1.19457, 3.80615, -1.33813], [-1.31509, -1.38297, -3.47211], [-2.71080, -0.26599, -3.67224], [2.28119, 2.66361, 1.22368], [3.55683, 0.95684, -0.79039], [0.49073, -2.48703, -0.84763], [0.33861, -3.95511, -0.29122], [-0.27839, -3.27220, -2.79922], [0.04425, -2.97182, -4.30972], [-0.94565, 1.88008, 0.10978], [0.83705, -0.99857, -0.80606], [-4.47546, 0.15399, -1.72548], [-3.93160, 0.58570, -0.07040], [-3.42318, 1.58804, -1.46732], [-3.55681, -2.47859, -1.55073], [-1.88555, -2.88098, -0.99983], [-3.05949, -2.16818, 0.13995], [4.35307, 1.71531, -0.83021], [3.81198, 0.18964, -0.04620], [3.45164, 0.48580, -1.77789], [3.13494, 3.34840, 1.11675], [1.38621, 3.23180, 1.51426], [2.49923, 1.94104, 2.02538], [-1.15447, 2.43184, 4.80940], [-1.93710, 2.25134, 3.66420], [-1.61783, 1.26355, 2.74326], [-0.47236, 0.45297, 2.93607], [0.30358, 0.63409, 4.10281], [-0.02526, 1.63198, 5.01494], [-0.06304, -0.43617, 1.93742], [0.50363, -1.67301, 2.26123], [1.68637, -2.11353, 1.62686], [2.23910, -3.34304, 1.96384], [1.62816, -4.15563, 2.92055], [0.42793, -3.75253, 3.51561], [-0.13213, -2.52082, 3.19347], [-1.42585, 3.19668, 5.53492], [-2.80968, 2.88174, 3.48988], [-2.21793, 1.10315, 1.84364], [1.17866, -0.00176, 4.25020], [0.60444, 1.77186, 5.89141], [2.16417, -1.44773, 0.90189], [3.16888, -3.65147, 1.48545], [2.08790, -5.10559, 3.19286], [-0.07532, -4.39821, 4.23365], [-1.07649, -2.19149, 3.63009]]}


No. 3
{"formula": "C4H7NO", "method": "wB97M-V/def2-TZVPD", "lumo_ha": 0.0293, "molar_mass_da": 85.106, "e_homo_ev": -8.42, "smiles": "C=N/C=C(\\C)O", "species": ["C", "N", "C", "C", "C", "O", "H", "H", "H", "H", "H", "H", "H"], "coordinates": [[1.68096, -0.63876, -1.19613], [1.88556, -0.52872, 0.03608], [0.88924, 0.09365, 0.78783], [-0.44024, 0.38626, 0.67127], [-1.40455, -0.12728, -0.38576], [-1.21041, 1.11779, 1.51662], [2.44218, -1.11260, -1.76037], [0.81802, -0.23082, -1.87529], [1.29566, 0.41213, 1.74622], [-1.84938, 0.76005, -0.97237], [-2.38913, -0.51424, 0.01092], [-0.98364, -0.88954, -0.96704], [-0.73428, 1.27208, 2.38803]]}


No. 4
{"formula": "C10H17BrClINO", "method": "wB97M-V/def2-TZVPD", "lumo_ha": 0.1034, "charge": -1, "molar_mass_da": 409.513, "e_homo_ev": -4.18, "species": ["C", "C", "Br", "C", "C", "C", "C", "C", "C", "C", "I", "C", "O", "N", "H", "H", "H", "H", "H", "H", "H", "H", "H", "H", "H", "H", "H", "H", "H", "H", "H", "Cl"], "coordinates": [[2.45428, -2.87658, 0.31192], [2.20638, -1.56761, -0.42991], [3.23403, -1.49301, -2.09960], [2.42473, -0.28508, 0.41044], [1.18480, 0.58292, 0.30795], [0.76567, 1.09158, -1.06764], [-0.56021, 1.77894, -0.62158], [-1.62741, 0.67897, -0.64074], [-3.03813, 1.00758, -0.11044], [-3.58715, -0.27112, 0.51902], [-2.55977, -0.75344, 2.31597], [-0.15990, 2.31692, 0.76450], [-0.83231, 3.02373, 1.47074], [1.15171, 1.82232, 1.12237], [1.71317, -3.60659, -0.01320], [3.44856, -3.26536, 0.09090], [2.31014, -2.74707, 1.38286], [1.16750, -1.59421, -0.75731], [3.29739, 0.22961, -0.00162], [2.62606, -0.56143, 1.44400], [0.39850, -0.01686, 0.77287], [0.59531, 0.33216, -1.82412], [1.42994, 1.90274, -1.37679], [-0.89642, 2.61257, -1.24071], [-1.28690, -0.21607, -0.12896], [-1.73915, 0.39446, -1.69046], [-3.69190, 1.27342, -0.94459], [-2.98488, 1.80173, 0.63423], [-3.43874, -1.11498, -0.15488], [-4.65589, -0.20757, 0.71967], [1.84915, 2.46715, 0.75356], [-1.19856, -2.73981, 0.08155]]}


No. 5
{"formula": "C2H2O2S", "method": "wB97M-V/def2-TZVPD", "lumo_ha": [-0.0130, -0.0130], "molar_mass_da": 90.103, "e_homo_ev": [-8.44, -8.43], "species": ["C", "C", "O", "O", "S", "H", "H"], "coordinates": [[0.30938, -1.21695, 0.71435], [0.03589, -0.26415, -1.40556], [-0.06849, -2.33406, 0.91004], [0.91997, -0.20093, 1.39545], [-1.35218, 0.64553, -1.05716], [1.07513, -0.24551, 2.38717], [-1.37649, 1.26630, -2.25020]]}


No. 6
{"formula": "H2NO3S", "method": "wB97M-V/def2-TZVPD", "lumo_ha": 0.1549, "charge": -1, "molar_mass_da": 96.087, "e_homo_ev": -3.86, "species": ["N", "O", "O", "O", "S", "H", "H"], "coordinates": [[-0.33100, 0.75489, -0.32493], [-2.81957, 0.63446, -0.30339], [-1.68286, -1.47470, -0.39677], [0.72017, -0.48219, -0.20844], [-1.73178, -0.13774, 0.30625], [-0.21630, 1.25986, 0.53330], [0.04566, -1.09161, -0.53045]]}


These records have energy values of -15653.718, -55897.272, -7796.879, -104851.583, -17031.230, -18499.215 eV, in the order they appear.
These records have F_max values of 0.094, 0.040, 0.057, 0.026, 0.060, 0.065 hartree/bohr, in the order they appear.